This record from the Open Molecules 2025 dataset describes a cluster of 2 separate species, C10H9N3O in total in a non-equilibrium geometry. The level of theory is the ωB97M-V functional and the def2-TZVPD basis.

Atoms and positions in Å:
C 2.3337 1.5031 -0.8697
C 2.1209 1.1084 0.4417
C 1.7808 0.7279 -1.9038
C 1.5157 -0.0625 0.7470
C 1.1268 -0.4277 -1.6009
C -3.0950 1.6395 -0.7851
C 0.7829 -0.7654 -0.2280
C -2.1099 -0.1349 -0.0860
C -0.3784 -2.5311 1.2096
C -0.1338 -1.6911 0.1238
N -1.8811 0.9654 -0.8147
N -3.3447 -0.1954 0.4292
N -3.9093 0.9648 0.0435
O -0.5239 -2.9182 -0.1366
H 2.9704 2.2895 -1.0706
H 2.7375 1.6432 1.1388
H 2.0045 0.9207 -3.0383
H 1.4880 -0.4773 1.6898
H 0.9026 -1.1773 -2.3426
H -3.0974 2.6602 -1.0960
H 0.4450 -2.9749 1.8467
H -1.3523 -2.5246 1.7976
H -4.8772 1.3061 0.4035

Relative energy (zero: lowest compared OMol25 entry of this formula, charge and spin), kcal/mol: 148.9
Multiplicity: 1
Kohn-Sham gap (spin up / spin down), Eh: 0.26156 / 0.27151
E_tot, eV: -17027.108

***

This record from the Open Molecules 2025 dataset describes the molecule C3H6N2O3 in a non-equilibrium geometry. The level of theory is the ωB97M-V functional and the def2-TZVPD basis.

Atoms and positions in Å:
C -2.3492 0.4762 0.0729
O -1.0114 0.0256 -0.0753
C -0.2401 0.8653 -0.7028
O -0.7280 1.8741 -1.2288
N 1.0931 0.6177 -0.6849
C 1.7799 -0.4140 -0.0071
N 1.2102 -1.3637 0.6023
O 2.1413 -2.2422 1.1257
H -2.9185 -0.3533 0.5213
H -2.7375 0.6787 -0.9842
H -2.3555 1.4195 0.6057
H 1.6490 1.3308 -1.1767
H 2.8360 -0.2153 0.1573
H 1.6307 -2.6992 1.7746

Relative energy (zero: lowest compared OMol25 entry of this formula, charge and spin), kcal/mol: 69.1
Multiplicity: 1
Kohn-Sham gap, Eh: 0.37079
E_tot, eV: -12329.230
SMILES: COC(=O)N/C=N/O

***

This record from the Open Molecules 2025 dataset describes a structure of composition C36H38N5OP2PrS in a non-equilibrium geometry. The level of theory is the ωB97M-V functional and the def2-TZVPD basis.

Atoms and positions in Å:
Pr 1.2449 0.2432 0.6313
C -3.9078 0.7291 0.5911
C -2.4542 0.5841 0.2513
N -1.4840 1.0070 0.9944
N -1.7901 1.7496 2.0981
C -1.0353 1.7566 3.2248
N -1.4704 2.5089 4.2371
S 0.3543 0.8406 3.3924
C -2.1079 -0.1237 -0.9902
C -3.1059 -0.5424 -1.8756
C -2.7565 -1.2166 -3.0326
C -1.4149 -1.4715 -3.2705
C -0.4834 -1.0056 -2.3536
N -0.8015 -0.3314 -1.2501
H -4.0748 0.9129 1.6513
H -4.4315 -0.1942 0.3529
H -4.3621 1.5342 0.0122
H -2.7018 2.2040 2.1293
H -2.3303 3.0347 4.2104
H -0.9495 2.5159 5.0992
H -4.1460 -0.3433 -1.6819
H -3.5206 -1.5267 -3.7291
H -1.0983 -2.0109 -4.1478
H 0.5770 -1.1739 -2.5219
N 4.4878 -2.7636 1.7408
C 3.3846 -2.1315 1.3490
O 3.4357 -0.9676 0.9057
C 2.0694 -2.8641 1.4914
C 1.0053 -2.2792 0.5288
H 5.3903 -2.3215 1.6454
H 4.4704 -3.7178 2.0638
H 1.7399 -2.7408 2.5321
H 2.2213 -3.9381 1.3241
H 0.0370 -2.7312 0.7964
H 1.2499 -2.6887 -0.4688
C 1.8184 4.5077 -0.5673
P 1.2856 2.7547 -0.8025
C -0.3789 2.9872 -1.5024
C -0.7939 2.3281 -2.6532
C -2.0946 2.4731 -3.1011
C -2.9962 3.2370 -2.3788
C -2.5942 3.8727 -1.2122
C -1.2888 3.7521 -0.7710
C 2.3859 2.2812 -2.1779
C 2.3539 2.9401 -3.4048
C 3.2786 2.6199 -4.3835
C 4.2518 1.6609 -4.1392
C 4.3022 1.0190 -2.9110
C 3.3715 1.3249 -1.9311
P 2.1755 4.6918 1.2643
C 3.5174 3.4220 1.2784
C 3.3136 2.2803 2.0592
C 4.3228 1.3307 2.1934
C 5.5219 1.5016 1.5173
C 5.7206 2.6261 0.7302
C 4.7279 3.5831 0.6117
C 3.1821 6.2148 1.2263
C 4.2323 6.3491 2.1319
C 4.9773 7.5125 2.1641
C 4.6636 8.5613 1.3132
C 3.5998 8.4452 0.4334
C 2.8584 7.2779 0.3884
H 1.0090 5.1768 -0.8654
H 2.7116 4.7114 -1.1640
H -0.0899 1.7210 -3.2045
H -2.4037 1.9941 -4.0173
H -4.0097 3.3422 -2.7352
H -3.3055 4.4647 -0.6549
H -0.9641 4.2509 0.1366
H 1.6034 3.6985 -3.5811
H 3.2522 3.1340 -5.3322
H 4.9881 1.4257 -4.8931
H 5.0838 0.3004 -2.7165
H 3.4455 0.8572 -0.9402
H 2.4285 2.2355 2.6960
H 4.1920 0.5001 2.8755
H 6.3190 0.7839 1.6357
H 6.6685 2.7735 0.2356
H 4.9158 4.4773 0.0345
H 4.4719 5.5337 2.8014
H 5.8021 7.6023 2.8551
H 5.2411 9.4718 1.3427
H 3.3422 9.2656 -0.2201
H 2.0297 7.2009 -0.3014

Relative energy (zero: lowest compared OMol25 entry of this formula, charge and spin), kcal/mol: 0.0
Multiplicity: 3
Kohn-Sham gap (spin up / spin down), Eh: 0.25223 / 0.25287
E_tot, eV: -90917.753
Charge: +2

***

This record from the Open Molecules 2025 dataset describes a structure of composition C18H29ClInNO2P2 in a non-equilibrium geometry. The level of theory is the ωB97M-V functional and the def2-TZVPD basis.

Atoms and positions in Å:
In -0.2686 0.1824 0.4351
P 2.1396 -0.6403 0.0086
C 2.1277 -0.8621 -1.7242
C 0.9390 -1.3036 -2.3483
N -0.2756 -0.9832 -1.7866
C -1.4206 -1.3605 -2.3609
C -1.4160 -2.2830 -3.4038
C -0.2068 -2.6695 -3.9671
C 0.9747 -2.1593 -3.4789
C -2.7009 -0.8216 -1.7899
P -2.4142 0.7585 -0.8560
H 1.9610 -2.3920 -3.8851
H -2.3688 -2.6457 -3.7596
H -0.1748 -3.3783 -4.7842
H -3.4315 -0.5948 -2.5796
H -3.1949 -1.5297 -1.1011
H 1.9319 1.2850 -2.6699
H 3.0672 -1.0467 -2.2166
H 0.8723 2.9136 -1.5664
O 1.7676 2.2352 -2.7362
H 2.6337 2.5944 -2.9806
H 0.1745 2.2473 -0.2258
O 0.2818 3.1983 -0.8168
H 0.8499 3.8401 -0.3012
C -2.2856 1.9658 -2.2119
H -3.2504 1.9255 -2.7392
H -2.1536 2.9885 -1.8228
H -1.4869 1.7244 -2.9314
C -3.9855 1.1199 -0.0301
H -3.8476 1.9676 0.6573
H -4.7333 1.3775 -0.7957
H -4.3256 0.2493 0.5489
C 2.3436 -2.3630 0.5538
H 3.3761 -2.6632 0.3463
H 2.1461 -2.4930 1.6179
H 1.6840 -3.0426 0.0017
C 3.6373 0.2363 0.4950
H 3.5859 0.4772 1.5643
H 4.5091 -0.4090 0.3235
H 3.7545 1.1685 -0.0731
Cl -3.2805 0.3657 3.5504
C -1.6795 0.4332 4.1598
C -1.4696 1.0683 5.3841
C -0.1647 1.1848 5.8949
C 0.9159 0.6462 5.1813
C 0.6901 -0.0467 3.9923
C -0.6128 -0.2015 3.4735
C -0.8219 -1.0438 2.2772
H -2.3092 1.4493 5.9636
H 0.0040 1.6976 6.8431
H 1.9299 0.7250 5.5894
H 1.5377 -0.5242 3.4849
H -0.1823 -1.9327 2.2629
H -1.8601 -1.3359 2.1350

Relative energy (zero: lowest compared OMol25 entry of this formula, charge and spin), kcal/mol: 59.0
Multiplicity: 1
Kohn-Sham gap (spin up / spin down), Eh: 0.20558 / 0.17428
E_tot, eV: -60979.120
Charge: +2

***

This record from the Open Molecules 2025 dataset describes the molecule C20H20F2N4O in a non-equilibrium geometry. The level of theory is the ωB97M-V functional and the def2-TZVPD basis.

Atoms and positions in Å:
O 2.8842 -1.0636 -1.9357
C 2.4973 -0.7308 -0.7902
C 3.1138 -1.4416 0.4211
C 3.1228 -2.7648 0.4105
C 3.8611 -3.5499 1.4476
C 4.6684 -2.9690 2.3422
N 4.7021 -1.5920 2.2521
C 5.5658 -0.6705 2.7712
C 5.2034 0.5846 2.4302
N 4.1873 0.5159 1.5596
C 4.0305 -0.7734 1.3563
N 1.3307 0.0599 -0.7726
C 0.6661 0.3463 0.5196
C -0.8280 0.4492 0.3414
N -1.0289 1.5651 -0.6028
C -2.0314 2.6049 -0.2284
C -3.2605 2.5846 -1.1264
F -4.0571 3.5729 -0.6454
C -3.9267 1.1694 -0.9690
C -4.8889 0.9564 0.0751
C -5.5232 -0.2538 0.2423
C -5.0974 -1.3382 -0.5615
F -5.8435 -2.4700 -0.4062
C -4.1970 -1.1017 -1.6722
C -3.6687 0.2069 -1.8955
C -0.1094 1.8612 -1.7242
C 0.6648 0.5095 -2.0192
H 2.6044 -3.3838 -0.2561
H 3.7881 -4.6650 1.5316
H 5.1229 -3.6281 3.0049
H 6.3490 -1.0125 3.5227
H 5.7395 1.4662 2.7673
H 0.7021 -0.4664 1.2515
H 1.0204 1.3573 0.9171
H -1.3605 0.5928 1.2817
H -1.1690 -0.3914 -0.1293
H -2.4405 2.3588 0.6763
H -1.7007 3.5925 -0.3242
H -2.9906 2.8806 -2.1322
H -5.0671 1.8053 0.8363
H -6.4081 -0.4217 0.8299
H -4.2718 -1.9173 -2.4474
H -3.1563 0.3528 -2.8342
H -0.7003 2.2425 -2.6097
H 0.6628 2.6282 -1.5799
H -0.0671 -0.1774 -2.3014
H 1.3050 0.5191 -2.8244

Multiplicity: 1
Kohn-Sham gap, Eh: 0.31971
E_tot, eV: -34504.056
SMILES: O=C(c1cccn2ccnc12)N1CCN(C[C@H](F)c2ccc(F)cc2)CC1

***

This record from the Open Molecules 2025 dataset describes a cluster of 9 separate species, C36H90N4O9 in total in a non-equilibrium geometry. The level of theory is the ωB97M-V functional and the def2-TZVPD basis.

Atoms and positions in Å:
C -0.6890 -0.0088 3.2818
C -2.0249 -0.5426 3.8424
C -2.8999 0.6238 4.3473
C -2.7462 -1.2539 2.6204
C -2.3257 -2.6811 2.2807
C -2.3817 -3.4782 3.6023
C -1.4757 -2.9163 4.7452
C -1.9093 -3.6932 6.0174
C 0.0209 -3.1809 4.4004
N -1.7468 -1.4548 4.9950
O -1.0021 -0.8829 6.0563
H -0.8411 0.9618 2.8098
H 0.0628 0.1253 4.0595
H -0.3177 -0.7424 2.5661
H -3.9128 0.2699 4.5394
H -2.5682 1.0962 5.2720
H -2.9067 1.3846 3.5667
H -3.8283 -1.2144 2.7451
H -2.6023 -0.6744 1.7085
H -2.9934 -3.0438 1.4992
H -1.3579 -2.8102 1.7962
H -1.9620 -4.4393 3.3051
H -3.4218 -3.6189 3.8965
H -1.4354 -3.3193 6.9250
H -1.6259 -4.7335 5.8573
H -2.9844 -3.5616 6.1395
H 0.7367 -2.8537 5.1546
H 0.3722 -2.7041 3.4854
H 0.2567 -4.2422 4.3220
H -1.6446 -0.8600 6.7692
C 5.2654 0.2326 2.9543
C 3.7098 0.0093 3.0071
C 3.3914 -1.3210 2.3002
C 3.2736 -0.1835 4.4882
C 3.2161 1.1457 5.2995
C 2.3375 2.2223 4.5792
C 2.7074 2.4069 3.0512
C 1.4717 3.0556 2.3656
C 3.9906 3.3392 2.8360
N 2.9350 1.1360 2.4005
O 3.0766 1.1655 1.0023
H 5.7761 -0.6666 3.2987
H 5.5772 0.3514 1.9166
H 5.6060 1.0244 3.6214
H 2.3054 -1.4069 2.3392
H 3.7443 -1.3846 1.2709
H 3.8164 -2.1299 2.8945
H 2.3481 -0.7521 4.5786
H 4.0090 -0.8253 4.9734
H 2.8950 0.9896 6.3294
H 4.2185 1.5642 5.3888
H 2.3715 3.1582 5.1370
H 1.3560 1.7898 4.7736
H 1.6326 3.3782 1.3369
H 1.1857 3.9304 2.9496
H 0.6893 2.2992 2.3039
H 4.4379 3.3390 1.8420
H 4.8283 3.0431 3.4674
H 3.8213 4.3697 3.1483
H 2.3081 0.7156 0.6435
C -3.1040 -3.2640 -1.6941
O -3.2186 -3.5034 -3.0861
C -2.3728 -2.6157 -3.8931
C -1.9398 -3.2924 -5.2042
C -0.6493 -4.1494 -4.9394
N -1.6896 -2.3336 -6.2426
H -3.8991 -3.6933 -1.0845
H -3.0628 -2.2076 -1.4288
H -2.1647 -3.6887 -1.3401
H -2.9371 -1.7037 -4.0877
H -1.4631 -2.3395 -3.3599
H -2.6925 -3.9831 -5.5842
H -0.3731 -4.7108 -5.8319
H -0.7833 -4.8941 -4.1548
H 0.1761 -3.5148 -4.6166
H -1.5167 -2.8260 -7.1073
H -2.5737 -1.8984 -6.4640
C 2.1426 -1.7739 -6.5509
O 2.7769 -0.6011 -6.0829
C 2.1052 -0.1428 -4.8903
C 2.8239 1.0524 -4.3350
C 4.1536 0.8340 -3.6415
N 1.9298 1.7819 -3.4862
H 2.1676 -2.6197 -5.8637
H 2.6980 -2.0733 -7.4397
H 1.1038 -1.6823 -6.8683
H 1.0638 0.0635 -5.1373
H 1.9187 -0.9039 -4.1326
H 2.9557 1.6953 -5.2053
H 4.8494 0.2314 -4.2253
H 3.9796 0.2697 -2.7253
H 4.6657 1.7811 -3.4719
H 2.4945 2.3908 -2.9113
H 1.5795 1.1444 -2.7856
C -0.5192 5.0997 0.4619
C -0.3498 4.8268 -1.0249
O -1.6305 4.9882 -1.4994
H 0.3580 4.8370 1.0532
H -1.3564 4.6191 0.9681
H -0.8499 6.1290 0.6005
H -0.0859 3.8334 -1.3877
H 0.3610 5.4798 -1.5313
H -1.5850 4.6935 -2.4120
C -4.0753 3.9332 -4.7892
C -3.0154 3.1483 -3.9826
O -1.8346 3.7990 -3.9690
H -3.8761 3.7458 -5.8443
H -4.0250 4.9909 -4.5309
H -5.0942 3.6289 -4.5499
H -2.8735 2.1083 -4.2762
H -3.2859 3.1219 -2.9270
H -1.3102 3.5784 -4.7423
C -0.8422 0.2835 -2.0802
C -0.2664 0.6055 -0.6582
O 1.0993 0.3567 -0.6315
H -0.2695 -0.4630 -2.6305
H -0.7881 1.2332 -2.6125
H -1.8406 -0.1436 -1.9863
H -0.7487 0.0029 0.1115
H -0.4936 1.6402 -0.4019
H 1.1577 -0.4838 -1.0916
C 1.0323 -4.0414 -1.3738
C 2.3795 -3.3632 -1.6068
O 2.2151 -1.9860 -1.7326
H 0.2808 -3.4267 -1.8692
H 0.7083 -3.9197 -0.3402
H 1.0030 -5.1193 -1.5331
H 2.8420 -3.7986 -2.4927
H 3.1642 -3.4792 -0.8593
H 3.1125 -1.6456 -1.7119
C -4.2470 2.1588 0.9431
C -3.8565 2.3957 -0.5191
O -4.2517 3.7600 -0.7220
H -4.2375 1.0783 1.0869
H -5.2059 2.5734 1.2539
H -3.4462 2.6141 1.5257
H -4.4657 1.7169 -1.1160
H -2.7821 2.3127 -0.6830
H -3.4965 4.2017 -1.1174

Relative energy (zero: lowest compared OMol25 entry of this formula, charge and spin), kcal/mol: 0.0
Multiplicity: 1
Kohn-Sham gap, Eh: 0.29538
E_tot, eV: -63173.273
SMILES: CC1(C)CCCC(C)(C)N1O.CC1(C)CCCC(C)(C)N1O.COC[C@H](C)N.COC[C@H](C)N.CCO.CCO.CCO.CCO.CCO

***

This record from the Open Molecules 2025 dataset describes the molecule C5H8ClOP in a non-equilibrium geometry. The level of theory is the ωB97M-V functional and the def2-TZVPD basis.

Atoms and positions in Å:
C 0.4546 1.8426 1.3185
C -0.6025 1.8229 0.7019
C -1.2766 0.7389 0.0029
C -0.3674 0.2389 -1.0945
C 0.8753 -2.5268 0.2618
O 2.2780 -0.6852 -1.2924
P 1.1242 -0.7451 -0.3701
Cl -1.6399 3.3628 0.9351
H 1.1902 2.3662 1.9692
H -1.6281 0.0693 0.7440
H -2.1868 1.2043 -0.5306
H -0.9485 -0.1843 -1.8980
H 0.2412 1.0600 -1.5310
H 1.1453 -3.0422 -0.6529
H 1.5371 -3.0035 0.9644
H -0.1962 -2.5188 0.4717

Relative energy (zero: lowest compared OMol25 entry of this formula, charge and spin), kcal/mol: 114.3
Multiplicity: 1
Kohn-Sham gap (spin up / spin down), Eh: 0.29938 / 0.26112
E_tot, eV: -29169.276

***

This record from the Open Molecules 2025 dataset describes the molecule C5H4N2 in a non-equilibrium geometry. The level of theory is the ωB97M-V functional and the def2-TZVPD basis.

Atoms and positions in Å:
C 2.4042 0.0744 -0.5472
C 1.3976 -0.1763 0.0550
C -0.0674 -0.2002 0.5780
C -1.0500 -1.1318 -0.0628
N -2.0245 -0.4830 -0.5989
N -1.8979 0.9039 -0.3695
C -0.8053 1.0745 0.1847
H 3.3759 0.5059 -1.0726
H -0.1800 -0.5031 1.7073
H -0.9317 -2.1424 -0.1799
H -0.2208 2.0781 0.3060

Relative energy (zero: lowest compared OMol25 entry of this formula, charge and spin), kcal/mol: 96.8
Multiplicity: 1
Kohn-Sham gap, Eh: 0.38701
E_tot, eV: -8225.294
SMILES: C#CC1C=NN=C1